Record 1
Below is C69H66CdGeN9S3 as an isolated structure, with properties calculated with ωB97M-V/def2-TZVPD.

Structure (ORCA input):
```
! wB97M-V def2-TZVPD RIJCOSX def2/J DEFGRID3
* xyz -1 1
Cd 0.335 -0.439 1.368
Ge -0.331 -4.028 1.351
S 0.512 0.068 -2.162
S 0.295 2.963 0.783
S -0.126 2.773 -2.031
N 1.048 0.172 4.207
N -4.231 0.669 1.354
N 2.618 -0.411 2.025
N 0.847 1.637 -2.469
N -3.267 -1.340 2.099
N -0.628 2.917 -0.562
N 0.711 -0.522 -0.856
N -1.975 0.533 2.132
N 0.461 1.794 1.621
C 3.233 -0.270 3.251
C 2.741 5.196 -3.562
C -2.744 -0.535 -4.561
C -0.143 -4.383 -0.582
C -0.910 -4.080 -2.870
C 1.945 0.056 -4.579
C 0.048 -4.974 -3.323
C -2.061 6.150 1.812
C -1.404 2.659 -4.365
C 1.600 -5.743 2.790
C 2.029 -1.905 -3.160
C -0.329 4.331 3.011
C -2.829 -6.415 3.834
C -2.484 2.892 -5.176
C 4.809 -0.617 1.013
C -3.761 -0.540 -3.621
C 0.801 6.517 -3.065
C 2.850 -6.057 3.310
C 4.402 4.539 -0.316
C -0.555 4.296 1.641
C 2.880 -2.518 -4.072
C 2.108 5.050 0.206
C -3.734 3.252 -4.648
C -1.549 2.767 -2.945
C -2.156 -0.212 -1.860
C 0.820 -5.272 -1.062
C 1.379 -4.522 2.153
C 2.998 -0.005 5.654
C -0.998 -3.790 -1.514
C 3.391 5.470 -0.117
C 5.451 -0.553 2.263
C 3.894 -5.147 3.209
C -3.647 -7.088 2.937
C 4.367 -0.177 5.824
C 0.175 5.407 -2.535
C 3.693 -3.931 2.572
C 3.252 -1.854 -5.230
C 2.126 4.069 -3.031
C 1.567 -0.627 -3.429
C -0.970 5.293 3.780
C -2.488 -6.028 1.116
C 4.643 -0.386 3.421
C -3.861 3.403 -3.259
C 0.917 -5.565 -2.417
C 1.859 3.690 0.304
C -3.477 -6.891 1.575
C 5.183 -0.340 4.719
C -1.005 -2.240 1.539
C -3.469 -0.374 -2.273
C 2.438 -0.022 4.379
C 4.142 3.181 -0.191
C -3.114 -0.003 1.887
C -2.804 3.186 -2.407
C 2.787 -0.569 -5.486
C -1.422 5.193 1.035
C -5.462 0.607 2.123
C -1.427 -0.348 -4.162
C 2.864 2.749 0.125
C -1.652 -5.347 1.998
C -1.830 6.201 3.180
C 3.440 -0.556 0.943
C -2.097 -2.064 2.607
C 0.848 4.184 -2.495
C -1.845 -5.555 3.367
C -4.178 -2.156 1.324
C 2.447 -3.634 2.040
C -3.978 1.983 0.800
C -1.146 -0.185 -2.815
C 2.091 6.419 -3.577
H 2.353 0.160 6.510
H -1.721 -1.509 3.467
H -2.972 -0.658 -5.612
H 5.374 -0.742 0.097
H 3.092 -0.047 -6.383
H -0.843 5.477 -2.182
H -4.820 -2.753 1.979
H -2.364 2.785 -6.249
H 1.739 -2.394 -2.238
H 1.508 -5.739 -0.366
H -1.481 -2.114 0.561
H -4.830 2.278 0.184
H -4.259 -0.365 -1.535
H -2.925 3.273 -1.339
H -4.788 -0.669 -3.939
H 1.598 1.064 -4.745
H -2.957 -6.561 4.900
H -4.803 -1.539 0.685
H -5.552 -0.356 2.618
H -4.579 3.422 -5.300
H -5.486 1.391 2.893
H 3.600 6.528 -0.204
H 3.746 5.110 -3.957
H -0.637 -0.326 -4.899
H 2.580 7.290 -3.991
H 6.255 -0.450 4.836
H -1.906 -0.094 -0.813
H 0.275 7.464 -3.088
H -3.615 -2.849 0.690
H 1.321 5.776 0.362
H -4.819 3.681 -2.836
H -1.580 -3.594 -3.570
H 2.304 -2.672 1.567
H 0.794 -6.461 2.887
H 4.792 -0.162 6.820
H 0.609 0.496 5.059
H -1.217 -5.037 4.083
H -3.836 2.752 1.577
H 4.930 2.447 -0.301
H 5.404 4.876 -0.547
H 3.004 -7.007 3.807
H 4.487 -3.196 2.509
H 6.526 -0.636 2.364
H 0.128 -5.197 -4.380
H -4.414 -7.762 3.299
H 2.662 1.695 0.279
H -1.982 1.542 2.056
H -2.751 6.843 1.349
H 3.248 -3.514 -3.866
H -1.751 -3.085 -1.186
H -2.335 6.944 3.783
H -2.361 -5.891 0.047
H 0.327 3.592 3.451
H 3.919 -2.334 -5.935
H 4.861 -5.381 3.638
H 0.848 0.837 3.460
H -4.112 -7.412 0.868
H 2.637 3.120 -2.988
H 2.940 -0.647 -0.016
H 1.674 -6.259 -2.765
H -0.803 5.324 4.849
H -3.092 1.960 0.166
H -1.628 5.111 -0.020
H -6.323 0.746 1.467
H -2.502 -3.011 2.984
H -0.448 2.388 -4.792
*
```

Orbital gap (alpha / beta) ... 4.74 / 3.62 eV
LUMO (alpha / beta) ... 2.0559 / 2.0396 eV
Calculated total energy ... -6600.70481 Eh

Mulliken atomic charge list, values in e, 99 entries: number 1, Cd, carries 7.39; number 2, Ge, carries 2.14; number 3, S, carries 0.57; number 4, S, carries 0.13; number 5, S, carries 1.28; number 6, N, carries 0.05; number 7, N, carries 0.63; number 8, N, carries 1.10; number 9, N, carries -0.08; number 10, N, carries 0.18; number 11, N, carries 0.35; number 12, N, carries -1.02; number 13, N, carries -0.61; number 14, N, carries -0.81; number 15, C, carries -0.71; number 16, C, carries -0.92; number 17, C, carries -1.06; number 18, C, carries -0.02; number 19, C, carries -0.46; number 20, C, carries -0.02; number 21, C, carries -0.52; number 22, C, carries -0.92; number 23, C, carries -1.49; number 24, C, carries -0.59; number 25, C, carries -0.01; number 26, C, carries -0.47; number 27, C, carries -0.69; number 28, C, carries -0.53; number 29, C, carries -0.71; number 30, C, carries -1.03; number 31, C, carries -0.69; number 32, C, carries -0.68; number 33, C, carries -0.69; number 34, C, carries -0.06; number 35, C, carries -0.83; number 36, C, carries -0.07; number 37, C, carries -1.14; number 38, C, carries 1.55; number 39, C, carries 1.47; number 40, C, carries -0.52; number 41, C, carries -0.41; number 42, C, carries -0.75; number 43, C, carries 0.37; number 44, C, carries -0.91; number 45, C, carries -1.56; number 46, C, carries -0.65; number 47, C, carries -0.52; number 48, C, carries -0.71; number 49, C, carries -0.93; number 50, C, carries -0.43; number 51, C, carries -0.81; number 52, C, carries -0.49; number 53, C, carries -0.25; number 54, C, carries -0.82; number 55, C, carries -0.22; number 56, C, carries 0.99; number 57, C, carries -0.65; number 58, C, carries -0.85; number 59, C, carries 0.40; number 60, C, carries -0.66; number 61, C, carries -1.06; number 62, C, carries 0.92; number 63, C, carries -0.72; number 64, C, carries 0.44; number 65, C, carries -0.60; number 66, C, carries 0.33; number 67, C, carries 0.04; number 68, C, carries -0.92; number 69, C, carries -0.03; number 70, C, carries -1.29; number 71, C, carries 0.07; number 72, C, carries -0.43; number 73, C, carries -0.48; number 74, C, carries -0.60; number 75, C, carries -0.80; number 76, C, carries -1.26; number 77, C, carries 1.03; number 78, C, carries -0.24; number 79, C, carries -0.77; number 80, C, carries -0.05; number 81, C, carries -1.21; number 82, C, carries 0.38; number 83, C, carries -0.72; number 84, H, carries 0.32; number 85, H, carries 0.25; number 86, H, carries 0.37; number 87, H, carries 0.52; number 88, H, carries 0.46; number 89, H, carries 0.19; number 90, H, carries 0.26; number 91, H, carries 0.41; number 92, H, carries 0.29; number 93, H, carries 0.40; number 94, H, carries -1.73; number 95, H, carries 0.38; number 96, H, carries 0.27; number 97, H, carries -0.17; number 98, H, carries 0.36; number 99, H, carries 0.16

***

Record 2
Below is a 2-piece molecular cluster, C4H13N2O overall in a non-equilibrium geometry, with properties calculated with ωB97M-V/def2-TZVPD.

Structure (ORCA input):
```
! wB97M-V def2-TZVPD RIJCOSX def2/J DEFGRID3
* xyz 1 1
O -0.459 1.872 2.592
N 0.048 -1.913 -0.347
N 0.759 -0.040 1.311
C 0.794 0.862 0.029
C -0.470 0.610 -0.907
C -0.294 -0.801 -1.357
C -0.536 -1.169 -2.612
H -0.740 2.814 2.704
H -0.725 -2.167 -3.036
H 1.044 -2.225 -0.399
H 0.359 0.616 2.009
H -0.464 -2.568 -0.819
H 0.800 1.957 0.428
H -0.477 1.464 -1.555
H -0.742 -0.381 -3.271
H -0.315 1.814 3.552
H -1.348 0.721 -0.251
H 1.778 -0.261 1.646
H 1.673 0.797 -0.582
H 0.220 -0.898 1.179
*
```

Orbital gap ... 10.05 eV
LUMO ... -3.0778 eV
Calculated total energy ... -344.65832 Eh

Listed below, in e, are the Mulliken charges computed for each atom: number 1, O, carries -0.65; number 2, N, carries -0.61; number 3, N, carries -0.28; number 4, C, carries -0.74; number 5, C, carries -0.60; number 6, C, carries 0.48; number 7, C, carries -0.94; number 8, H, carries 0.32; number 9, H, carries 0.27; number 10, H, carries 0.24; number 11, H, carries 0.30; number 12, H, carries 0.30; number 13, H, carries 0.35; number 14, H, carries 0.42; number 15, H, carries 0.29; number 16, H, carries 0.31; number 17, H, carries 0.29; number 18, H, carries 0.37; number 19, H, carries 0.40; number 20, H, carries 0.47